Entry 1:
The molecule C25H32N6O at a distorted geometry. Source: the OMol25 dataset; level of theory: ωB97M-V/def2-TZVPD.

```
64
Properties=species:S:1:pos:R:3:forces:R:3
C 1.701068 4.215515 -4.095120 -0.03 0.05 0.05
C 1.468982 3.054399 -3.178066 -0.02 -0.05 -0.01
C 0.284316 2.331439 -3.232251 0.05 0.05 0.00
C 0.058539 1.270788 -2.373878 0.09 -0.06 0.07
C 1.019128 0.903917 -1.439777 0.07 0.01 -0.09
C 0.800582 -0.247401 -0.477806 0.17 0.26 0.13
C -0.081250 -1.282243 -1.106241 0.23 -0.61 -0.57
N -1.298522 -1.647651 -0.776954 0.30 0.77 0.70
N -1.658466 -2.594028 -1.635068 -0.83 -0.51 -0.11
N -0.740437 -2.831185 -2.470979 0.51 -0.49 -0.99
N 0.289150 -2.023795 -2.184493 -0.86 0.55 1.06
C 1.523431 -2.073585 -2.904019 0.88 -0.25 -0.25
C 2.508853 -3.071269 -2.253710 -0.41 0.16 0.19
C 1.959202 -4.513421 -2.269017 0.07 0.04 -0.02
C 3.045405 -5.307107 -3.001021 0.17 0.23 -0.02
C 3.751636 -4.214627 -3.802602 -0.01 -0.35 -0.17
O 3.727726 -3.073220 -2.966778 0.07 0.24 0.04
N 0.359870 0.244983 0.814671 0.07 -0.17 -0.09
C -0.907659 0.957588 0.805235 -0.24 0.36 0.16
C -1.117045 1.604434 2.168796 -0.09 0.02 -0.32
N -1.144680 0.583012 3.197134 0.09 0.02 0.12
C -1.479459 1.130424 4.498064 0.06 -0.11 0.01
C -2.910034 1.596540 4.541210 -0.02 0.08 0.07
C -3.901396 0.837203 3.931005 0.01 0.01 0.03
C -5.222132 1.243031 3.975682 -0.06 -0.05 -0.02
C -5.569718 2.409477 4.637538 -0.10 0.07 0.02
C -4.588378 3.169543 5.249047 -0.08 0.08 0.06
C -3.264783 2.766298 5.197599 0.07 -0.07 -0.02
C 0.112862 -0.132584 3.196753 0.09 -0.26 -0.10
C 0.322448 -0.786668 1.835148 0.07 -0.08 0.36
C 2.202444 1.627820 -1.378174 -0.11 -0.06 0.01
C 2.422708 2.688896 -2.235741 -0.01 0.00 0.00
H 1.184533 4.072626 -5.041360 0.00 0.04 -0.08
H 2.762541 4.352865 -4.287189 0.05 0.05 -0.06
H 1.319976 5.129614 -3.638611 0.01 0.09 -0.04
H -0.473314 2.601158 -3.953755 -0.07 0.04 -0.09
H -0.875643 0.730266 -2.431817 -0.10 -0.08 -0.01
H 1.777077 -0.723998 -0.299646 -0.13 0.07 -0.05
H 1.300879 -2.398402 -3.923114 0.02 0.10 0.07
H 1.971686 -1.077052 -2.931733 -0.12 -0.09 -0.04
H 2.735632 -2.729410 -1.236203 -0.07 -0.03 -0.09
H 1.786995 -4.887069 -1.261834 -0.08 -0.01 -0.01
H 1.013604 -4.549261 -2.811113 0.02 -0.04 0.07
H 2.639482 -6.090893 -3.634916 0.00 -0.08 -0.01
H 3.741014 -5.749937 -2.288343 0.03 -0.04 -0.04
H 4.795859 -4.433290 -4.025228 -0.06 0.00 -0.06
H 3.218220 -4.012855 -4.742373 0.06 -0.03 0.03
H -0.869379 1.734313 0.039299 -0.06 -0.02 0.06
H -1.745014 0.277706 0.593985 0.05 0.16 0.01
H -2.070661 2.136295 2.178001 0.06 0.02 -0.04
H -0.304645 2.332420 2.351547 -0.06 -0.01 0.02
H -0.804753 1.959125 4.783939 -0.05 -0.08 0.01
H -1.351587 0.330281 5.236486 0.08 0.08 -0.03
H -3.617854 -0.065956 3.413200 0.02 -0.10 -0.08
H -5.984614 0.647609 3.494859 -0.06 -0.05 -0.04
H -6.601927 2.725865 4.675052 -0.08 0.03 0.00
H -4.852451 4.081507 5.764924 -0.02 0.07 0.03
H -2.501168 3.366154 5.673492 0.09 0.05 0.02
H 0.081187 -0.906443 3.968098 0.02 0.04 0.00
H 0.964876 0.540430 3.406812 -0.03 -0.05 0.02
H 1.275808 -1.323498 1.833398 -0.02 -0.01 -0.01
H -0.493695 -1.502764 1.654053 0.11 0.01 0.06
H 2.952787 1.356144 -0.650689 0.10 -0.04 0.11
H 3.350156 3.239927 -2.175404 0.11 0.05 -0.01
```
Positions in Å, forces in eV/Å.

The gap between HOMO and LUMO is 9.27 eV. The value obtained for the molecular weight is 432.57 g/mol. Its SMILES is Cc1ccc([C@H](c2nnnn2C[C@H]2CCCO2)N2CCN(Cc3ccccc3)CC2)cc1. The calculation puts the energy relative to the best compared isomer or geometry (same formula, charge and spin) at 38.55 kcal/mol. As for the charge: 0.



Entry 2:
A cluster of 2 separate species, C25H32NO2 in total at a distorted geometry. Source: the OMol25 dataset; level of theory: ωB97M-V/def2-TZVPD.

```
60
Properties=species:S:1:pos:R:3:forces:R:3
C 2.551257 -4.821758 2.690409 -0.03 -0.04 -0.03
C 1.555286 -3.725633 3.063341 -0.06 0.36 -0.18
C 0.651994 -3.320551 1.890061 -0.23 -0.25 0.61
N 1.417213 -3.005938 0.690878 -0.07 -0.07 -0.41
C 0.837840 -2.272857 -0.285559 0.58 0.64 0.02
C -0.279758 -1.445637 -0.227713 -0.40 -0.91 0.85
C -0.765409 -1.190623 -1.612197 -0.15 -0.35 -1.20
C 0.526787 -1.353200 -2.463087 -0.22 0.35 -0.13
C 1.446076 -2.288111 -1.678129 -0.22 -0.20 -0.01
C 2.386755 -4.034640 0.275125 0.31 -0.31 -0.19
C 3.305732 -4.485054 1.403890 0.05 0.28 0.20
H 3.272122 -4.934887 3.505727 -0.14 -0.17 -0.08
H 2.021833 -5.773840 2.567396 0.05 0.06 0.05
H 0.913729 -4.042818 3.895880 0.18 0.07 -0.17
H 2.099471 -2.828700 3.389551 -0.04 -0.15 0.00
H -0.062646 -4.139313 1.675486 0.21 0.19 -0.07
H 0.052498 -2.449362 2.184466 0.25 -0.20 -0.15
H -0.967065 -1.506560 0.625281 0.25 -0.33 -0.65
H -1.528573 -1.938470 -1.903365 0.30 0.23 0.01
H -1.226999 -0.215161 -1.760820 0.02 -0.04 -0.14
H 0.322209 -1.724470 -3.465985 -0.01 0.05 0.01
H 1.035473 -0.388109 -2.566884 -0.24 -0.06 -0.01
H 2.496729 -1.942643 -1.710343 -0.42 -0.23 0.18
H 1.433184 -3.324809 -2.068838 -0.02 0.46 0.14
H 1.847386 -4.903727 -0.142957 -0.01 0.17 0.18
H 3.025062 -3.649964 -0.531682 -0.37 -0.01 0.31
H 4.024312 -3.676282 1.606493 -0.14 -0.17 -0.03
H 3.881373 -5.352112 1.052272 -0.12 0.24 0.10
C -6.599242 3.454880 -0.057099 -0.12 -0.05 0.11
O -6.054761 2.332542 0.663599 1.26 0.09 -0.22
C -4.742340 2.013578 0.500470 -0.44 -0.09 -0.61
C -4.272591 0.935887 1.281370 -0.36 -0.13 0.38
C -2.966414 0.526952 1.190750 0.56 0.44 0.04
C -2.047422 1.158823 0.303238 0.09 -0.52 -0.54
C -0.638342 0.816337 0.406119 -0.03 0.88 2.33
C 0.423537 1.666175 -0.087707 0.44 0.42 -0.37
C 1.735309 1.141619 -0.249443 -0.01 0.62 0.20
C 2.776615 1.936924 -0.695428 -0.52 0.02 0.24
C 2.536952 3.293865 -1.011160 -0.15 0.28 -0.59
O 3.574475 3.951702 -1.592488 -0.86 0.00 0.39
C 3.341636 5.280649 -2.098235 0.26 -0.10 0.07
C 1.259887 3.872483 -0.780320 0.73 -0.44 -0.05
C 0.240515 3.065291 -0.296800 0.05 -0.44 -0.19
C -2.588980 2.116401 -0.616947 0.25 0.13 0.51
C -3.881155 2.600462 -0.471007 -0.40 -0.06 0.33
H -7.661177 3.460343 0.210822 0.34 0.05 -0.13
H -6.134540 4.395262 0.269469 -0.05 -0.27 -0.07
H -6.492322 3.335715 -1.144161 -0.01 -0.07 0.31
H -4.959169 0.451070 1.988395 0.29 0.32 -0.40
H -2.575889 -0.245589 1.859327 -0.28 0.19 -0.20
H -0.342524 0.248063 1.327552 -0.56 0.64 -1.14
H 1.907713 0.096689 0.009571 -0.03 0.24 -0.24
H 3.773169 1.521434 -0.813614 -0.14 0.18 -0.09
H 4.306419 5.572664 -2.519903 -0.28 0.05 0.08
H 2.577183 5.290631 -2.888348 0.16 -0.14 0.24
H 3.061573 5.977048 -1.295240 0.10 -0.23 -0.17
H 1.077678 4.930703 -0.983801 0.09 -0.45 0.19
H -0.706728 3.536295 -0.033218 0.33 -0.20 -0.10
H -1.957931 2.560999 -1.392519 -0.27 -0.33 0.28
H -4.245003 3.439336 -1.081940 0.28 -0.63 0.20
```
Positions in Å, forces in eV/Å.

The gap between HOMO and LUMO is 5.83 eV. The value obtained for the molecular weight is 378.54 g/mol. As for the charge: +1.



Entry 3:
A cluster of 2 separate species, C25H32NO6P in total at a distorted geometry. Source: the OMol25 dataset; level of theory: ωB97M-V/def2-TZVPD.

```
65
Properties=species:S:1:pos:R:3:forces:R:3
C -2.716451 -1.231440 1.401564 0.11 0.75 -1.14
C -2.784604 -1.730997 -0.074816 0.49 -1.46 0.81
C -2.710799 -3.286592 -0.030666 0.01 0.81 0.47
C -1.264986 -3.670171 0.301565 -0.70 -1.43 -0.07
O -0.531192 -3.593241 -0.930589 0.78 1.23 0.54
C 0.729159 -3.126375 -0.750571 1.03 0.09 0.20
O 1.375912 -3.305524 0.266587 -1.04 0.00 -0.62
C 1.284961 -2.386634 -1.960261 0.11 -1.06 0.12
C 2.739865 -1.933966 -1.790787 -0.01 1.11 -1.03
C 2.839842 -0.430096 -1.410340 0.61 -0.72 0.52
C 2.882336 -0.158031 0.089862 -0.77 0.82 -1.06
C 3.425141 -0.998760 1.025294 0.85 -1.39 -0.11
C 3.444417 -0.721668 2.377827 -0.07 0.01 -0.32
C 2.885487 0.463724 2.799150 0.40 -0.46 1.22
C 2.350986 1.327194 1.880225 -0.50 1.30 0.12
C 2.343880 1.042106 0.534618 -0.13 -0.04 0.00
P -1.221017 -5.397246 0.976927 -1.07 -1.31 0.59
O -2.542037 -5.889696 1.361086 -0.43 0.34 0.07
O -0.268855 -5.475151 2.285932 0.38 0.80 -1.05
O -0.590393 -6.373404 -0.142910 0.69 0.84 0.41
O -3.973811 -1.321881 -0.719044 0.05 0.01 -0.68
C -3.709294 -0.359974 -1.733543 0.73 0.82 0.39
C -3.116885 0.891045 -1.068718 -1.11 -1.27 -0.95
C -3.899415 1.514605 -0.120233 -0.09 0.40 0.20
C -3.389749 2.612323 0.536728 -0.70 -0.06 0.50
C -2.115265 3.057925 0.251255 0.08 0.96 0.74
C -1.363250 2.441502 -0.704997 1.25 -0.43 -0.82
C -1.858087 1.337206 -1.377251 -0.08 -0.11 -0.08
H -3.692783 -0.807801 1.647883 0.09 -0.29 0.19
H -2.440640 -2.040045 2.079430 -0.10 0.24 0.10
H -1.996352 -0.405520 1.452855 -0.06 -0.19 0.32
H -1.884350 -1.430089 -0.630909 -0.35 0.41 -0.03
H -3.356970 -3.594446 0.795874 -0.03 -0.37 -0.37
H -3.011424 -3.756237 -0.969717 -0.05 0.06 0.15
H -0.862962 -3.031937 1.095840 0.20 0.10 -0.39
H 1.219088 -3.109804 -2.787224 -0.08 0.13 0.12
H 0.632269 -1.556916 -2.253546 -0.02 -0.14 0.24
H 3.204395 -2.001506 -2.783959 -0.08 -0.16 0.17
H 3.333284 -2.571895 -1.138217 -0.30 -0.01 0.06
H 2.011481 0.112336 -1.879509 0.07 -0.03 0.21
H 3.752555 0.000501 -1.845425 -0.09 -0.17 0.03
H 3.878906 -1.935896 0.711681 -0.15 0.11 -0.05
H 3.881864 -1.437358 3.064023 -0.04 0.13 0.02
H 2.901163 0.666030 3.866467 -0.18 0.29 -0.17
H 1.927572 2.275344 2.207655 0.01 -0.16 0.07
H 1.894190 1.751844 -0.155553 0.09 -0.13 -0.02
H 0.425680 -4.797874 2.222552 0.18 -0.21 0.11
H -0.028263 -7.025511 0.297420 0.00 -0.07 -0.20
H -2.983529 -0.728433 -2.475550 -0.19 -0.19 0.10
H -4.630435 -0.100420 -2.261378 -0.07 -0.31 0.27
H -4.894056 1.143073 0.105732 0.11 -0.01 -0.04
H -4.006818 3.090206 1.292466 0.22 0.11 -0.06
H -1.715304 3.906696 0.799829 -0.02 -0.06 -0.12
H -0.352758 2.760089 -0.951506 -0.17 0.24 0.20
H -1.304088 0.791040 -2.136535 0.18 0.25 0.09
C 1.844684 7.008918 -0.963893 0.03 0.02 -0.01
C 0.811138 6.213186 -0.400765 -0.04 -0.02 0.01
C 1.412451 5.225076 0.332031 0.03 -0.13 0.03
N 2.767269 5.389498 0.230508 -0.04 0.05 -0.01
C 3.038241 6.477285 -0.553699 0.04 -0.04 0.00
H 1.724684 7.872706 -1.596364 0.00 -0.01 0.01
H -0.250957 6.351532 -0.520056 0.01 0.00 0.00
H 0.995744 4.419933 0.915012 -0.02 0.02 0.00
H 3.455919 4.802618 0.664803 -0.01 0.00 0.01
H 4.053217 6.776990 -0.752150 -0.02 0.01 -0.02
```
Positions in Å, forces in eV/Å.

The gap between HOMO and LUMO is 8.99 eV. The value obtained for the molecular weight is 473.51 g/mol. Its SMILES is C[C@@H](C[C@H](OC(=O)CCCc1ccccc1)P(=O)(O)O)OCc1ccccc1.c1cc[nH]c1. The calculation puts the energy relative to the best compared isomer or geometry (same formula, charge and spin) at 26.43 kcal/mol. As for the charge: 0.